{"formula": "C14H11F3N4O7ReS3", "method": "wB97M-V/def2-TZVPD", "de_lowest_kcal_mol": 42.0, "spin_multiplicity": 2, "s2": 1.00, "symbols": ["Re", "S", "S", "S", "F", "F", "F", "O", "O", "O", "O", "O", "O", "O", "N", "N", "N", "N", "C", "C", "C", "C", "C", "C", "C", "C", "C", "C", "C", "C", "C", "C", "H", "H", "H", "H", "H", "H", "H", "H", "H", "H", "H"], "positions_angstrom": [[2.14, -1.34, -0.85], [2.84, -3.59, -1.46], [0.91, -2.13, 1.66], [3.17, 0.79, -1.04], [1.61, -3.72, 3.61], [3.30, -2.84, 2.62], [2.22, -4.48, 1.70], [0.03, -1.78, 2.73], [2.64, -2.34, -2.40], [1.73, -0.95, 1.24], [0.31, -2.72, 0.49], [3.11, -2.86, -0.18], [3.94, -4.37, -1.91], [1.55, -4.22, -1.42], [0.52, 1.14, -1.01], [1.84, 3.06, -0.80], [0.58, -0.15, -1.23], [0.96, 3.94, -0.41], [-1.89, -2.62, -2.34], [2.10, -3.37, 2.41], [-0.71, -1.92, -2.22], [-0.66, -0.78, -1.41], [-2.97, -1.07, -0.85], [-3.02, -2.21, -1.64], [-1.80, -0.35, -0.74], [-1.60, 2.81, 2.01], [-0.17, 3.85, 0.39], [1.68, 1.78, -0.91], [-0.98, 5.00, 0.43], [-2.09, 5.03, 1.24], [-0.48, 2.76, 1.20], [-2.41, 3.94, 2.03], [-1.74, 0.53, -0.12], [-2.71, 5.92, 1.26], [0.18, -2.24, -2.76], [0.15, 1.89, 1.22], [-0.72, 5.85, -0.18], [1.25, 4.89, -0.65], [-3.85, -0.76, -0.31], [-3.93, -2.79, -1.71], [-1.83, 1.97, 2.64], [-3.29, 3.97, 2.66], [-1.93, -3.50, -2.97]], "mulliken_charge": [0.701, 1.149, 1.230, -0.251, -0.220, -0.232, -0.202, -0.622, -0.485, -0.578, -0.422, -0.435, -0.641, -0.425, -0.510, -0.972, 0.463, 0.338, -0.834, 0.672, -0.259, 0.227, -0.728, -0.427, -0.035, -0.622, 0.696, 0.598, -0.535, -0.579, -0.257, -0.496, 0.372, 0.373, 0.557, 0.717, 0.351, 0.253, 0.395, 0.401, 0.463, 0.402, 0.411]}